Below is the molecule C2H7N3 at a distorted geometry, with properties calculated with wB97M-V/def2-TZVPD.

Values from the calculation:
Net charge: 0
E_HOMO, Ha: -0.3281
Frontier orbital gap, Eh: 0.364
ΔE to the lowest compared entry with this formula, charge and spin, eV: 1.8867
Total energy, Ha: -244.60603

Bonds (Å) are listed after each position.
Geometry (Å):
1 H -0.0770 -1.0726 1.4259  N10 1.081
2 H -0.7715 -0.6804 -1.1660  C12 1.087
3 N -0.4498 0.6130 0.4396  H5 1.019, N10 1.325, C12 1.364
4 H 2.1944 -1.2534 0.8126  C6 1.121
5 H -0.9573 1.3079 0.9857  N3 1.019
6 C 1.6442 -0.3598 0.4195  H4 1.121, H9 1.093, N10 1.431, H11 1.086
7 N -2.0954 0.9320 -1.1727  H8 1.009, C12 1.299
8 H -2.3951 0.4431 -2.0029  N7 1.009
9 H 2.1382 0.6132 0.4865  C6 1.093
10 N 0.4012 -0.1595 1.0992  H1 1.081, N3 1.325, C6 1.431
11 H 1.4497 -0.6433 -0.6109  C6 1.086
12 C -1.0816 0.2596 -0.7164  H2 1.087, N3 1.364, N7 1.299